A gas-phase ion, C4H8NOS (charge +1). Source: the Open Molecules 2025 dataset; level of theory: ωB97M-V with the def2-TZVPD basis set.

```
15
Properties=species:S:1:pos:R:3:forces:R:3
S 2.24441 -1.62284 0.45345 -3.18 -0.04 -0.17
O 3.08596 -0.57167 -0.04632 0.94 0.74 -0.39
N -0.29608 0.49090 0.49113 -1.38 0.01 0.16
C 0.64329 -1.50272 -0.62243 0.97 -0.35 -1.17
C 0.29151 -0.06320 -0.73595 1.18 1.75 -2.25
C -1.54018 1.41403 0.21563 2.02 -2.14 3.15
C 0.07844 -0.02886 1.58032 0.47 0.30 0.42
H -2.06833 1.74713 1.06880 0.02 -0.12 1.55
H 0.67407 -1.92083 -1.70266 0.61 0.37 1.93
H -0.16348 -1.94404 -0.08917 -0.39 -1.10 0.53
H 1.21569 0.52498 -1.09928 -1.37 -0.51 0.90
H -0.44372 0.08145 -1.53874 0.13 -0.12 0.22
H -1.19025 2.23942 -0.21463 1.49 3.16 -2.29
H -0.32519 0.27895 2.56421 0.21 -0.22 -0.52
H -2.20614 0.87730 -0.32438 -1.72 -1.74 -2.09
```
Forces are in eV/Å.

Kohn-Sham gap (alpha / beta) ... 6.79 / 9.02 eV
Charge ... +1
Spin multiplicity ... 1



A single C4H8NPS molecule. Source: the Open Molecules 2025 dataset; level of theory: ωB97M-V with the def2-TZVPD basis set.

```
15
Properties=species:S:1:pos:R:3:forces:R:3
S -1.48309 0.22516 -0.50104 -1.17 -0.51 -0.62
P 0.20403 -1.52399 1.53714 1.60 -0.39 0.47
N 0.58075 1.27529 0.93220 -2.39 -6.78 -1.64
C -0.08230 2.40821 0.34270 -1.87 -1.39 0.87
C 0.28384 -2.91592 0.30061 -1.46 1.77 1.33
C -1.02224 1.90931 -0.80737 4.23 0.30 -0.01
C -0.18990 -0.07003 0.51352 5.12 6.78 3.01
H 0.30872 -2.45804 -0.63037 0.27 0.51 -1.97
H 0.64774 3.10251 -0.08763 -0.30 0.15 0.49
H 1.14817 -3.46348 0.48444 1.16 -1.31 0.28
H 1.71296 -1.52339 1.75181 -1.85 0.83 -0.43
H -0.72461 2.80956 1.18948 0.78 0.35 -0.91
H -0.65550 -3.39806 0.41363 -0.47 -1.12 -0.07
H -0.27372 1.99969 -1.64293 -1.50 -0.47 -0.06
H -1.81148 2.56119 -0.84870 -2.15 1.28 -0.74
```
Forces are in eV/Å.

SMILES ... CPC1=NCCS1
Kohn-Sham gap (alpha / beta) ... 8.03 / 8.03 eV
Charge ... 0
Spin multiplicity ... 1



A gas-phase ion, C4H8NS (charge +1). Source: the Open Molecules 2025 dataset; level of theory: ωB97M-V with the def2-TZVPD basis set.

```
14
Properties=species:S:1:pos:R:3:forces:R:3
S -2.14690 0.40770 0.39782 0.06 0.09 -0.67
N 0.39763 0.48961 -0.25958 0.52 1.26 -0.74
C -0.37824 -1.69575 -0.26167 -1.87 -1.68 0.27
C -0.76979 -0.30775 -0.63134 1.05 1.55 -0.75
C 1.08316 1.14566 0.87957 -0.01 0.35 -1.41
C 1.21225 1.36438 -0.61506 0.69 0.02 -0.34
H 0.61254 -1.95727 0.05723 0.65 0.86 0.61
H -0.46803 -2.38644 -1.08733 -0.75 -0.17 -0.29
H -0.90875 -0.08775 -1.75088 -0.22 -0.42 1.76
H 1.87575 0.63935 1.40439 -0.14 -0.33 0.14
H 1.66590 1.81550 -1.54922 -0.81 -0.44 1.32
H 0.40184 1.81297 1.36249 0.18 0.54 0.66
H -1.44263 0.63267 1.53658 -0.07 -0.40 -0.40
H -1.13473 -1.87287 0.51701 0.71 -1.22 -0.16
```
Forces are in eV/Å.

SMILES ... C[C@@H](S)[N+]1=CC1
Kohn-Sham gap ... 9.04 eV
Charge ... +1
Spin multiplicity ... 1



A molecular structure, C4H8NS. Source: the Open Molecules 2025 dataset; level of theory: ωB97M-V with the def2-TZVPD basis set.

```
14
Properties=species:S:1:pos:R:3:forces:R:3
S 0.47153 -0.05079 -0.81958 -3.30 1.17 -0.54
N -1.62095 0.30816 -1.08317 1.88 -0.13 0.81
C 1.12284 -0.66846 1.38826 2.49 1.11 -0.27
C 0.73916 0.71543 0.88005 0.86 1.07 -1.85
C -1.86114 1.15522 -1.96872 -3.35 -0.59 1.21
C 0.42831 -1.40499 0.28766 -0.23 -3.55 1.03
H 2.21847 -0.73355 1.30196 -0.29 -0.27 0.03
H -0.22074 1.04413 1.26720 0.12 0.61 -0.14
H 0.89963 -0.90188 2.40033 -0.60 -0.16 0.72
H -1.27674 1.53804 -2.68034 3.18 1.43 -2.45
H -0.53824 -1.76829 0.72414 0.28 0.58 -1.28
H 1.54388 1.46460 0.57760 -1.22 -0.56 1.61
H -2.90127 1.58259 -2.17963 0.79 -1.16 1.04
H 0.99526 -2.28018 -0.09578 -0.62 0.46 0.08
```
Forces are in eV/Å.

Kohn-Sham gap ... 9.29 eV
Charge ... +1
Spin multiplicity ... 1



A molecular structure, C4H8NS. Source: the Open Molecules 2025 dataset; level of theory: ωB97M-V with the def2-TZVPD basis set.

```
14
Properties=species:S:1:pos:R:3:forces:R:3
S -0.62839 1.50021 -2.03424 0.42 -0.92 0.79
N 0.10707 -0.84282 -0.83022 -0.49 -0.45 -0.74
C 0.55189 0.96861 0.50885 2.80 -1.32 5.72
C 0.72392 -1.29644 0.42163 -0.31 -1.82 -1.25
C 0.97270 -0.23314 1.19316 -0.16 4.97 0.43
C 0.02014 0.61938 -0.68222 -2.05 -0.47 -5.07
H -0.50121 2.70338 -1.48109 0.06 0.27 0.19
H 0.87219 -2.34511 0.58525 -0.02 -0.18 -0.11
H -2.33733 -0.36884 0.89166 1.21 0.53 0.05
H -1.61640 -0.05503 0.93431 -1.55 -0.59 0.05
H 1.40474 -0.23924 2.17651 0.07 -0.07 0.09
H 0.61209 1.95419 0.91870 0.05 0.29 0.08
H -0.83412 -1.24743 -0.94421 -0.01 -0.12 -0.13
H 0.65272 -1.11772 -1.65810 -0.01 -0.09 -0.08
```
Forces are in eV/Å.

Kohn-Sham gap (alpha / beta) ... 7.13 / 7.96 eV
Charge ... +1
Spin multiplicity ... 3



A single C4H8O molecule. Source: the Open Molecules 2025 dataset; level of theory: ωB97M-V with the def2-TZVPD basis set.

```
13
Properties=species:S:1:pos:R:3:forces:R:3
O 1.40834 0.55175 1.28600 0.55 0.40 -0.49
C -0.00194 -0.01620 -0.51208 -0.43 0.37 0.54
C 0.59925 -1.45696 -0.49445 -0.32 0.16 0.32
C 0.85052 0.88885 0.26364 0.78 0.23 0.18
C -1.24761 0.67572 0.46082 -0.27 -0.66 -0.56
H 0.58062 -1.90085 0.49867 -0.20 -0.03 0.00
H -0.15817 0.28165 -1.56278 -0.09 0.24 0.65
H 1.67890 -1.38041 -0.73431 -0.56 0.23 0.03
H 0.17703 -2.16028 -1.22585 -0.22 0.40 0.29
H -1.96159 1.20800 -0.17275 -0.05 -0.52 -0.11
H -0.94845 1.46046 1.20497 0.29 -0.84 -0.84
H 0.74233 1.93176 -0.09183 0.63 0.26 0.28
H -1.71922 -0.08347 1.07995 -0.10 -0.23 -0.29
```
Forces are in eV/Å.

SMILES ... CC(C)C=O
Kohn-Sham gap ... 10.39 eV
Charge ... 0
Spin multiplicity ... 1



A single C4H8O molecule. Source: the Open Molecules 2025 dataset; level of theory: ωB97M-V with the def2-TZVPD basis set.

```
13
Properties=species:S:1:pos:R:3:forces:R:3
O -0.08023 1.26366 0.28766 0.53 0.23 -0.44
C 1.62245 0.04776 -0.92128 1.18 -2.11 -0.53
C -0.46508 0.10698 1.01011 1.48 -0.23 0.72
C 0.91611 1.11075 -0.64633 -1.55 0.97 0.45
C -1.41462 -0.75596 0.24398 -0.05 -0.72 -0.98
H -1.80373 -1.50587 0.91443 -0.36 -0.26 0.28
H -0.97918 -1.33718 -0.61555 -0.16 0.87 0.76
H -2.23504 -0.13719 -0.12724 -0.01 -0.18 0.00
H 1.00237 2.01268 -1.24312 0.11 0.04 0.23
H 2.33979 0.13019 -1.75702 -0.43 -0.13 0.67
H 1.52568 -0.95577 -0.43046 0.10 1.25 -0.50
H -0.88777 0.45661 1.95850 -0.24 0.11 -0.36
H 0.45925 -0.43665 1.32632 -0.60 0.16 -0.29
```
Forces are in eV/Å.

SMILES ... C=COCC
Kohn-Sham gap ... 10.20 eV
Charge ... 0
Spin multiplicity ... 1



2 unconnected molecules or ions with the total composition C4H8O. Source: the Open Molecules 2025 dataset; level of theory: ωB97M-V with the def2-TZVPD basis set.

```
13
Properties=species:S:1:pos:R:3:forces:R:3
O -3.34417 -0.86484 0.47086 0.09 -0.24 -0.31
C -3.18112 0.30671 0.62670 -0.21 0.78 0.63
C 1.07134 -0.62093 0.67182 0.39 -0.24 0.14
C 1.65627 0.21731 -1.59930 -0.04 0.10 0.20
C 1.70660 0.34447 -0.28081 0.08 -0.10 -0.16
H 0.14693 -0.25762 1.11649 -0.10 0.09 -0.05
H 1.75194 -0.83427 1.49310 0.07 0.10 0.20
H 2.14453 0.91774 -2.26185 0.02 0.01 -0.03
H -3.01194 1.04937 -0.17635 0.07 -0.37 -0.28
H 0.89679 -1.58550 0.20010 -0.28 0.04 -0.18
H -3.23293 0.77300 1.63511 0.07 -0.18 -0.04
H 2.29178 1.15327 0.14509 -0.12 0.09 0.05
H 1.10398 -0.59872 -2.04094 -0.04 -0.10 -0.17
```
Forces are in eV/Å.

SMILES ... C=CC.C=O
Kohn-Sham gap ... 10.53 eV
Charge ... 0
Spin multiplicity ... 1



Ordered total energy results: -18638.9076, -25888.3524, -16592.6352, -16592.5290, -16591.0522, -6323.4953, -6323.9996, -6323.4547; unit eV.
Ordered energy above the lowest of the compared OMol25 structures with the same formula, charge and spin results: 100.1, 69.7, 63.9, 66.4, 30.6, 38.6, 26.9, 39.5; unit kcal/mol.